{
  "formula": "C4H6",
  "method": "ωB97M-V/def2-TZVPD",
  "elements": ["C", "C", "C", "C", "H", "H", "H", "H", "H", "H"],
  "coordinates": [[1.821, -0.132, -0.075], [0.595, 0.409, 0.033], [-0.599, -0.382, 0.081], [-1.842, 0.109, -0.032], [2.707, 0.554, 0.002], [1.953, -1.169, 0.018], [0.574, 1.489, 0.150], [-0.439, -1.481, 0.046], [-2.068, 1.147, -0.112], [-2.702, -0.544, -0.112]],
  "e_tot_ev": -4243.751,
  "largest_force_ev_per_a": 2.588,
  "orbital_gap_ev": 9.9,
  "e_above_lowest_ev": 0.210,
  "total_charge": 0
}